Here is the ion C17H24FN2O3 with charge +1 from the OMol25 dataset. Energies are from the ωB97M-V functional and the def2-TZVPD basis.

Computed properties:
- charge = +1
- HOMO (eV) = -11.43
- spin multiplicity = 1
- SMILES string = CC[C@H]1C[NH+]=C(ON=O)[C@]1(F)COc1cc(C)ccc1C(C)C

Each line ends with the Mulliken charge.
Element x y z (Å)
C  3.588  -1.873  1.425  -1.1849
C  3.182  -0.321  1.392  -0.4512
C  1.777  -0.171  0.593  -0.0450
C  1.005  0.864  1.534  -0.7547
N  1.789  2.087  1.172  0.0011
C  2.318  2.055  -0.024  0.1689
O  3.073  3.014  -0.593  -0.1106
N  2.904  4.291  0.052  0.1163
O  3.781  4.429  0.796  -0.1467
C  1.873  0.680  -0.718  1.2156
F  2.878  0.215  -1.563  -0.4520
C  0.568  1.137  -1.478  -0.6351
O  -0.143  0.093  -2.117  -0.5156
C  -0.922  -0.653  -1.216  0.7298
C  -0.537  -2.069  -1.065  -0.5459
C  -1.250  -3.007  -0.211  0.7140
C  -0.871  -4.523  -0.083  -1.3446
C  -2.399  -2.486  0.543  -0.8700
C  -2.797  -1.076  0.401  -0.7044
C  -2.083  -0.127  -0.474  0.3737
C  -2.564  1.352  -0.634  0.8489
C  -2.737  1.828  -2.134  -1.2622
C  -3.965  1.636  0.082  -1.4356
H  4.714  -1.904  1.423  0.3641
H  3.247  -2.398  0.498  0.3573
H  3.214  -2.325  2.375  0.3063
H  4.029  0.194  0.870  0.3031
H  3.024  0.053  2.431  0.2658
H  1.388  -1.216  0.554  0.4261
H  0.920  0.617  2.617  0.4996
H  -0.069  0.865  1.178  -0.0290
H  1.895  2.867  1.822  0.2848
H  0.908  1.837  -2.298  0.3363
H  -0.036  1.762  -0.772  0.0419
H  0.329  -2.463  -1.648  0.3539
H  -1.718  -5.183  -0.421  0.3576
H  -0.694  -4.757  1.001  0.3293
H  0.082  -4.725  -0.631  0.3241
H  -2.980  -3.164  1.216  0.3610
H  -3.703  -0.790  0.990  0.2143
H  -1.851  2.081  -0.139  0.1001
H  -2.508  2.932  -2.152  0.2830
H  -2.051  1.333  -2.864  0.3048
H  -3.785  1.695  -2.524  0.3900
H  -3.993  2.758  0.217  0.3884
H  -4.837  1.337  -0.547  0.3191
H  -3.993  1.220  1.124  0.4083


Here is a structure of composition C17H24FNO from the OMol25 dataset. Energies are from the ωB97M-V functional and the def2-TZVPD basis.

Computed properties:
- energy relative to the best compared isomer or geometry (same formula, charge and spin) (kcal per mole) = 330.1
- HOMO (eV) = -8.85
- spin multiplicity = 1

Each line ends with the Mulliken charge.
Element x y z (Å)
C  -0.271  5.914  -0.514  -1.7367
C  0.622  4.613  -0.739  -0.1123
C  -0.053  3.299  -1.124  -0.8595
C  0.786  2.248  -1.475  -1.1964
H  1.317  2.580  -2.469  0.3198
H  0.154  1.547  -1.756  0.5066
C  1.644  1.986  -0.177  -0.2532
C  2.619  0.595  -0.850  -0.1715
C  3.746  0.981  -1.808  -1.1213
H  3.235  1.306  -2.666  0.3614
H  4.541  1.714  -1.251  0.2292
H  4.439  0.120  -2.018  0.3518
H  1.766  -0.120  -1.315  0.1345
H  3.094  0.122  0.215  0.2352
C  0.944  1.463  0.838  -1.1953
N  -0.012  0.505  0.876  0.0515
C  0.022  -0.799  1.309  0.7218
O  1.096  -1.052  2.055  -0.7253
C  -0.808  -1.957  0.887  -0.5181
C  -0.763  -3.032  1.485  -0.6211
C  -1.719  -4.122  1.027  1.0975
C  -2.756  -3.901  0.466  -0.5200
C  -3.642  -5.085  0.188  -0.5675
C  -3.419  -6.197  0.893  0.4958
C  -2.184  -6.567  1.323  -0.5287
C  -1.518  -5.473  1.729  -0.8117
H  -0.805  -5.451  2.314  0.7108
H  -2.049  -7.513  1.993  0.2747
F  -4.330  -7.195  0.620  -0.2999
H  -4.675  -4.956  -0.438  0.2482
H  -2.983  -3.122  -0.187  0.3295
H  0.044  -3.295  1.864  0.6099
H  -1.646  -1.491  0.313  0.0313
H  -0.880  0.639  0.106  0.2621
H  0.364  2.414  1.321  0.2368
H  1.794  1.028  1.822  0.2620
H  2.432  2.570  -0.199  0.8989
H  -0.676  3.744  -1.768  0.8542
H  -0.726  3.233  -0.317  0.2736
H  1.589  5.040  -1.434  0.1513
H  1.109  4.582  0.336  0.1525
H  -0.666  6.289  -1.314  0.6038
H  -0.984  5.860  0.175  0.4575
H  0.207  6.937  -0.334  0.3763


Here is a structure of composition C17H24I2InN2O4PrS2 from the OMol25 dataset. Energies are from the ωB97M-V functional and the def2-TZVPD basis.

Computed properties:
- energy relative to the best compared isomer or geometry (same formula, charge and spin) (kcal per mole) = 0.0
- charge = +4
- HOMO (spin up / spin down) (eV) = -19.31 / -19.31
- spin multiplicity = 3

Each line ends with the Mulliken spin population.
Element x y z (Å)
I  -2.755  -1.418  -2.842  -0.0006
I  -1.104  -3.697  -3.583  -0.0001
In  1.744  -2.565  -0.961  0.0015
Pr  0.072  0.139  -0.083  2.0291
S  -0.681  -2.411  -0.149  -0.0179
S  0.664  -0.823  -2.519  -0.0059
C  -0.990  0.441  2.349  0.0045
C  -0.864  -3.259  1.546  -0.0022
C  1.936  0.453  -3.198  -0.0005
C  -0.739  -4.756  1.316  0.0003
C  0.119  -2.812  2.610  0.0000
C  -2.281  -2.860  1.930  -0.0003
C  2.626  -0.299  -4.330  0.0004
C  2.959  1.010  -2.222  0.0027
C  1.074  1.588  -3.722  -0.0015
C  2.653  -4.091  0.722  0.0013
C  4.079  -2.164  -1.687  0.0006
O  -1.499  0.695  3.344  0.0001
O  3.172  -4.889  1.327  -0.0001
O  5.170  -2.196  -2.046  0.0001
H  0.280  -5.043  1.063  -0.0001
H  -1.383  -5.066  0.498  -0.0001
H  -1.023  -5.342  2.198  -0.0003
H  1.153  -3.072  2.371  -0.0006
H  -0.129  -3.316  3.561  0.0000
H  0.060  -1.737  2.802  -0.0001
H  -2.336  -1.785  2.103  0.0006
H  -2.630  -3.360  2.839  -0.0001
H  -2.965  -3.108  1.119  -0.0001
H  3.246  0.330  -4.979  -0.0004
H  1.879  -0.764  -4.964  0.0001
H  3.259  -1.092  -3.942  0.0001
H  3.614  1.728  -2.748  -0.0002
H  3.623  0.258  -1.794  0.0001
H  2.541  1.598  -1.396  -0.0010
H  1.616  2.317  -4.337  0.0000
H  0.631  2.145  -2.900  0.0007
H  0.248  1.199  -4.310  0.0002
N  -0.282  6.917  0.610  -0.0001
C  0.240  5.652  0.637  0.0001
O  1.188  5.358  1.369  -0.0001
C  -0.422  4.641  -0.270  0.0000
C  -1.426  4.895  -1.230  -0.0005
C  -2.015  3.834  -1.924  -0.0007
C  -1.565  2.542  -1.660  0.0021
N  -0.515  2.299  -0.829  -0.0105
C  0.024  3.328  -0.099  0.0027
H  0.085  7.602  1.245  0.0000
H  -1.104  7.124  0.054  0.0000
H  -1.721  5.925  -1.431  -0.0001
H  -2.776  3.987  -2.690  0.0000
H  -1.960  1.637  -2.111  -0.0008
H  0.809  3.044  0.613  -0.0022


Here is an isolated molecule of C17H24N2O2 from the OMol25 dataset. Energies are from the ωB97M-V functional and the def2-TZVPD basis.

Computed properties:
- energy relative to the best compared isomer or geometry (same formula, charge and spin) (kcal per mole) = 29.5
- HOMO (eV) = -8.28
- spin multiplicity = 1
- SMILES string = Cc1nc2ccccc2n1C[C@@H](O)COC1CCCCC1

Each line ends with the Mulliken charge.
Element x y z (Å)
C  -4.035  -2.156  -0.818  -1.3843
C  -3.502  -0.831  -0.426  1.0131
N  -3.937  0.304  -0.885  -0.8729
C  -3.173  1.274  -0.286  0.5924
C  -3.203  2.657  -0.419  -0.5915
C  -2.296  3.391  0.316  -0.4711
C  -1.379  2.778  1.171  -0.7777
C  -1.334  1.405  1.323  -0.5740
C  -2.235  0.662  0.579  0.6137
N  -2.473  -0.691  0.476  0.0976
C  -1.733  -1.745  1.105  -1.5002
H  -2.429  -2.525  1.424  0.3198
H  -1.234  -1.333  1.984  0.6197
C  -0.653  -2.360  0.158  0.2968
O  -0.772  -1.899  -1.161  -0.6530
H  -0.697  -0.936  -1.161  0.2233
C  0.768  -2.131  0.721  -0.7751
O  0.949  -0.824  1.224  -0.3093
C  1.913  0.023  0.612  0.1584
C  3.338  -0.536  0.667  -0.6158
C  4.327  0.505  0.151  -0.7108
C  3.976  0.909  -1.278  -0.6788
C  2.553  1.456  -1.342  -0.8985
C  1.553  0.428  -0.821  -0.2295
H  1.564  -0.450  -1.471  0.3325
H  0.549  0.862  -0.828  0.0504
H  2.300  1.721  -2.370  0.3856
H  2.485  2.362  -0.737  0.3224
H  4.680  1.664  -1.634  0.3459
H  4.061  0.038  -1.933  0.3403
H  5.339  0.097  0.187  0.3824
H  4.296  1.386  0.795  0.3464
H  3.574  -0.812  1.697  0.3508
H  3.414  -1.435  0.051  0.2298
H  1.868  0.919  1.243  0.1874
H  0.924  -2.829  1.555  0.3274
H  1.485  -2.371  -0.067  0.3098
H  -0.803  -3.442  0.084  0.6039
H  -0.621  0.934  1.981  0.3899
H  -0.690  3.393  1.731  0.4192
H  -2.292  4.468  0.234  0.3909
H  -3.917  3.126  -1.076  0.4439
H  -3.251  -2.751  -1.284  0.2728
H  -4.844  -2.009  -1.526  0.3818
H  -4.412  -2.694  0.052  0.2942


Here is an isolated molecule of C17H24N2O4 from the OMol25 dataset. Energies are from the ωB97M-V functional and the def2-TZVPD basis.

Computed properties:
- energy relative to the best compared isomer or geometry (same formula, charge and spin) (kcal per mole) = 38.3
- HOMO (eV) = -8.29
- spin multiplicity = 1
- SMILES string = CCNC(=O)N1CCC[C@@H](C(=O)c2ccc(OC)c(OC)c2)C1

Each line ends with the Mulliken charge.
Element x y z (Å)
C  6.232  -2.339  -0.331  -1.1328
H  5.434  -2.889  0.159  0.2900
H  6.802  -3.027  -0.950  0.3799
C  5.654  -1.222  -1.192  -0.5057
N  4.860  -0.316  -0.392  -0.0493
C  3.656  0.146  -0.848  0.6402
O  3.158  -0.261  -1.881  -0.6901
N  3.059  1.127  -0.082  0.1353
C  3.209  1.232  1.354  -0.8269
H  4.214  0.953  1.669  0.3489
C  2.174  0.353  2.063  -0.5505
C  0.766  0.764  1.638  -0.8031
C  0.638  0.718  0.107  1.3181
C  -0.730  1.254  -0.277  -0.2771
O  -0.876  2.412  -0.615  -0.6846
C  -1.883  0.337  -0.165  -0.2959
C  -1.802  -1.009  0.182  -0.5396
C  -2.954  -1.759  0.266  -1.1601
C  -4.217  -1.223  0.012  0.5261
C  -4.310  0.139  -0.346  1.2501
C  -3.145  0.880  -0.424  -0.2830
H  -3.170  1.924  -0.692  0.6295
O  -5.550  0.668  -0.597  -0.4417
C  -5.637  2.021  -0.975  -0.9425
H  -5.090  2.217  -1.902  0.3610
H  -6.699  2.207  -1.136  0.2399
H  -5.268  2.685  -0.187  0.3514
O  -5.229  -2.114  0.149  -0.4746
C  -6.571  -1.766  -0.112  -0.7310
H  -7.138  -2.681  0.061  0.2918
H  -6.710  -1.442  -1.145  0.2747
H  -6.925  -0.984  0.563  0.2622
H  -2.914  -2.804  0.532  0.4117
H  -0.857  -1.486  0.381  0.4020
H  0.760  -0.307  -0.247  0.3406
C  1.749  1.570  -0.518  -1.9358
H  1.709  1.490  -1.605  0.5409
H  1.620  2.617  -0.232  0.2485
H  0.023  0.110  2.099  0.4197
H  0.570  1.786  1.975  0.3297
H  2.283  0.451  3.144  0.4275
H  2.351  -0.690  1.791  0.3174
H  3.047  2.281  1.627  0.3789
H  5.362  0.217  0.298  0.2436
H  6.466  -0.680  -1.695  0.3158
H  4.986  -1.627  -1.954  0.3541
H  6.893  -1.933  0.432  0.2950